This record from the OMol25 dataset describes a molecular structure, C36H39I2N5O3SiTeV. The level of theory is ωB97M-V with the def2-TZVPD basis set.

The LUMO energy (alpha / beta) is 3.47 / 3.47 eV. As for the charge: -2. Its calculated total energy is -108619.19746 eV. As for the multiplicity: 2.

CARTESIAN COORDINATES (ANGSTROEM)
V1 0.53 -0.30 0.67
I1 -6.27 0.80 -3.92
C1 -4.57 0.88 -2.68
C2 -4.28 2.04 -1.98
C3 -3.15 2.06 -1.18
I2 -2.72 3.83 -0.14
C4 -2.25 0.96 -1.01
O1 -1.18 1.03 -0.32
C5 -2.65 -0.22 -1.73
C6 -1.84 -1.47 -1.50
N1 -1.92 -1.87 -0.08
C7 -3.30 -2.22 0.29
C8 -4.16 -1.11 0.87
C9 -5.46 -0.91 0.42
C10 -6.22 0.10 0.98
C11 -5.65 0.87 1.98
C12 -4.36 0.59 2.37
N2 -3.62 -0.38 1.84
C13 -3.76 -0.24 -2.55
H1 -4.90 2.91 -2.07
H2 -0.81 -1.27 -1.77
H3 -2.21 -2.28 -2.15
H4 -1.34 -2.68 0.10
H5 -3.25 -3.03 1.03
H6 -3.83 -2.62 -0.59
H7 -5.87 -1.53 -0.37
H8 -7.22 0.29 0.63
H9 -6.20 1.69 2.44
H10 -3.87 1.16 3.16
H11 -4.01 -1.16 -3.08
C14 -1.02 -1.67 4.37
C15 -0.60 -0.62 5.24
C16 0.25 0.33 4.76
C17 0.66 0.29 3.40
N3 0.13 -0.66 2.51
C18 -0.64 -1.63 3.06
C19 1.69 1.05 2.82
C20 2.51 1.97 3.51
C21 3.64 2.47 2.94
C22 3.99 2.00 1.63
C23 3.15 1.14 0.99
N4 1.96 0.69 1.48
H12 -1.66 -2.48 4.72
H13 -0.93 -0.60 6.27
H14 0.63 1.10 5.41
H15 -0.94 -2.43 2.38
H16 2.24 2.26 4.52
H17 4.28 3.16 3.47
H18 4.90 2.33 1.15
H19 3.41 0.78 0.00
Te1 1.63 -0.20 -2.05
C24 0.08 2.77 -3.39
Si1 1.54 2.23 -2.32
C25 1.56 3.28 -0.76
C26 3.09 2.94 -3.20
C27 3.02 3.94 -4.18
C28 4.16 4.56 -4.67
C29 5.42 4.20 -4.19
C30 5.51 3.21 -3.22
C31 4.36 2.59 -2.75
H20 -0.03 3.86 -3.42
H21 -0.84 2.36 -2.98
H22 0.18 2.40 -4.42
H23 1.26 4.30 -0.97
H24 2.56 3.29 -0.32
H25 0.88 2.86 -0.02
H26 2.05 4.25 -4.56
H27 4.08 5.34 -5.42
H28 6.31 4.68 -4.57
H29 6.48 2.92 -2.82
H30 4.45 1.80 -2.00
O2 0.15 -4.20 0.66
C32 1.07 -3.43 0.09
O3 1.46 -2.43 0.59
C33 1.48 -3.87 -1.31
N5 1.29 -5.33 -1.41
C34 2.49 -5.90 -0.77
C35 3.65 -4.88 -0.96
C36 2.98 -3.62 -1.55
H31 0.86 -3.33 -2.02
H32 1.27 -5.58 -2.39
H33 0.05 -4.96 0.05
H34 2.70 -6.88 -1.17
H35 2.28 -6.01 0.30
H36 4.42 -5.27 -1.62
H37 4.11 -4.66 0.00
H38 3.16 -3.54 -2.62
H39 3.29 -2.70 -1.07

=====

This record from the OMol25 dataset describes C5H2 in the gas phase. The level of theory is ωB97M-V with the def2-TZVPD basis set.

The LUMO energy (alpha / beta) is -1.18 / -1.18 eV. As for the charge: 0. Its calculated total energy is -5207.06260 eV.

CARTESIAN COORDINATES (ANGSTROEM)
C1 1.74 -0.78 0.06
C2 1.37 0.52 0.31
C3 0.43 -0.57 -0.33
C4 0.11 1.27 -0.25
C5 -0.87 0.00 -0.02
H1 -1.66 -0.21 -0.76
H2 -1.13 -0.21 0.99